Here is a structure of composition C24H67BaN6O12 in a non-equilibrium geometry from the Open Molecules 2025 dataset. Energies are from the ωB97M-V functional and the def2-TZVPD basis.

As for the total energy: -60166.9895 eV. The gap between HOMO and LUMO is 6.92 eV. As for the HOMO energy: -9.901 eV.

The geometry in ORCA input format:
```
! RIJCOSX wB97M-V def2-TZVPD def2/J DEFGRID3
* xyz 1 1
Ba 21.451 -26.838 0.902
O 22.110 -22.991 2.310
O 24.205 -27.422 1.343
O 23.294 -17.410 2.827
O 20.067 -26.600 -1.484
O 21.365 -28.113 3.253
O 26.813 -28.310 0.729
O 25.497 -22.690 5.617
O 22.936 -23.234 -1.637
O 23.593 -23.292 3.806
O 24.903 -25.555 5.171
O 19.210 -23.513 7.672
O 22.984 -24.862 2.462
N 20.393 -23.815 4.999
N 23.675 -21.339 0.586
N 24.429 -19.163 5.034
N 21.975 -29.649 0.939
N 21.143 -24.301 -0.185
N 22.913 -23.727 2.853
C 22.455 -18.309 3.621
C 19.862 -24.253 -0.745
C 23.689 -24.226 -2.257
C 19.440 -22.805 5.424
C 21.039 -30.104 1.974
C 25.842 -25.044 6.062
C 22.390 -20.467 4.911
C 23.179 -20.997 -0.718
C 18.788 -22.222 4.217
C 22.585 -16.191 2.580
C 18.496 -23.313 6.481
C 25.252 -27.270 2.243
C 26.493 -23.738 5.515
C 18.357 -23.693 8.801
C 26.582 -27.113 1.416
C 21.098 -31.611 2.026
C 23.694 -22.024 -1.683
C 23.626 -19.551 -0.979
C 21.882 -27.339 4.269
C 19.677 -22.806 -1.179
C 19.821 -27.583 -2.477
C 19.602 -25.279 -1.883
C 21.433 -29.534 3.341
C 23.347 -19.492 4.090
H 22.210 -15.656 3.453
H 20.070 -22.054 5.900
H 22.109 -32.014 2.070
H 20.020 -24.989 -2.846
H 22.100 -21.147 -0.765
H 22.928 -24.746 -2.839
H 20.410 -22.520 -1.934
H 17.991 -24.233 6.185
H 26.934 -23.918 4.535
H 23.213 -18.921 -0.191
H 19.029 -24.117 9.548
H 21.746 -20.975 4.193
H 19.506 -22.032 3.419
H 27.331 -23.327 6.078
H 23.130 -19.244 -1.900
H 18.028 -22.725 9.180
H 23.384 -22.298 0.716
H 18.547 -25.427 -2.114
H 20.025 -29.721 1.862
H 21.861 -30.093 0.039
H 22.426 -29.904 3.597
H 27.394 -26.850 2.094
H 18.060 -22.952 3.863
H 20.483 -31.967 2.853
H 23.784 -20.041 3.256
H 27.075 -28.879 1.456
H 19.261 -24.398 0.152
H 17.739 -22.536 6.588
H 25.227 -28.036 3.017
H 26.498 -26.343 0.649
H 24.399 -24.773 4.934
H 25.327 -24.953 7.018
H 22.242 -17.871 4.596
H 18.767 -27.807 -2.640
H 21.215 -23.576 0.515
H 22.945 -27.157 4.113
H 20.162 -28.528 -2.053
H 20.743 -32.002 1.073
H 24.397 -28.001 0.601
H 20.674 -24.081 5.932
H 26.634 -25.793 6.059
H 23.163 -20.717 1.196
H 23.818 -21.595 -2.678
H 23.153 -15.385 2.115
H 20.810 -29.747 4.210
H 21.798 -20.056 5.728
H 24.633 -19.926 5.663
H 21.809 -27.939 5.177
H 20.350 -27.403 -3.412
H 21.242 -23.403 4.641
H 21.206 -26.499 4.429
H 24.094 -24.876 -1.482
H 22.903 -29.950 1.201
H 19.595 -22.146 -0.315
H 18.345 -21.229 4.295
H 17.545 -24.352 8.495
H 24.718 -22.293 -1.427
H 24.709 -19.447 -1.038
H 24.560 -23.907 -2.828
H 21.932 -23.983 -0.730
H 25.051 -26.387 2.849
H 22.929 -21.297 5.367
H 24.089 -18.550 5.762
H 18.693 -22.663 -1.626
H 21.449 -18.504 3.250
H 21.673 -16.411 2.026
H 24.761 -22.817 5.014
*
```

Löwdin population analysis, charges in e, atoms 1 to 6:
1. Ba 2.025
2. O -0.027
3. O -0.221
4. O -0.176
5. O -0.391
6. O -0.414



Here is the ion C5H4N with charge +1 in a non-equilibrium geometry from the Open Molecules 2025 dataset. Energies are from the ωB97M-V functional and the def2-TZVPD basis.

As for the total energy: -6725.3764 eV. The gap between HOMO and LUMO is 7.51 eV. The calculation puts the energy above the lowest of the compared OMol25 structures with the same formula, charge and spin at 2.964 eV. As for the HOMO energy: -14.168 eV.

The geometry in ORCA input format:
```
! RIJCOSX wB97M-V def2-TZVPD def2/J DEFGRID3
* xyz 1 1
N 1.289 -0.420 -0.049
C 0.556 -1.339 0.127
C -1.264 0.453 0.021
C -0.282 1.320 0.050
C -1.949 -0.564 -0.015
C 1.097 1.073 0.041
H 0.219 -2.330 0.121
H 1.756 1.334 0.872
H -2.866 -1.082 -0.181
H 1.445 1.556 -0.985
*
```

Löwdin population analysis, charges in e, atoms 1 to 6:
1. N 0.137
2. C 0.218
3. C -0.106
4. C 0.070
5. C 0.255
6. C -0.135



Here is a structure of composition C10H13BLaO3 in a non-equilibrium geometry from the Open Molecules 2025 dataset. Energies are from the ωB97M-V functional and the def2-TZVPD basis.

As for the total energy: -18224.7146 eV. The gap between HOMO and LUMO is 3.33 eV. As for the HOMO energy: -17.789 eV.

The geometry in ORCA input format:
```
! RIJCOSX wB97M-V def2-TZVPD def2/J DEFGRID3
* xyz 3 1
La -4.557 0.279 -1.720
O -2.539 0.399 -2.890
O -0.460 -2.795 0.833
O -1.638 0.041 -0.813
C -1.576 0.121 2.578
C 0.781 0.162 -0.776
C 2.060 -0.457 -0.542
C -0.367 -0.692 -0.686
C 3.185 0.277 -0.571
C -2.330 -0.380 -1.887
C 1.857 2.282 -1.132
C 0.715 1.559 -1.080
C -0.276 -0.592 2.154
C 3.095 1.657 -0.872
B -0.400 -1.466 0.868
H -2.727 -1.398 -1.924
H -1.251 -3.262 1.126
H 4.148 -0.160 -0.368
H -0.224 2.035 -1.296
H -2.180 -0.535 3.195
H 1.814 3.332 -1.367
H -1.349 0.993 3.180
H 3.999 2.247 -0.917
H 0.514 0.148 2.018
H 2.118 -1.514 -0.321
H -0.297 -1.481 -1.460
H 0.052 -1.264 2.941
H -2.166 0.461 1.729
*
```

Löwdin population analysis, charges in e, atoms 1 to 6:
1. La 2.341
2. O -0.171
3. O 0.253
4. O -0.077
5. C -0.061
6. C -0.088



Here is an isolated molecule of C3H4O in a non-equilibrium geometry from the Open Molecules 2025 dataset. Energies are from the ωB97M-V functional and the def2-TZVPD basis.

As for the total energy: -5220.4730 eV. The gap between HOMO and LUMO is 10.38 eV. The calculation puts the energy above the lowest of the compared OMol25 structures with the same formula, charge and spin at 1.664 eV. As for the HOMO energy: -9.995 eV. The structure (SMILES) is C=CC=O.

The geometry in ORCA input format:
```
! RIJCOSX wB97M-V def2-TZVPD def2/J DEFGRID3
* xyz 0 1
O 0.385 -0.985 -0.966
C -0.044 -0.933 0.051
C -0.372 0.379 0.827
C -0.076 1.463 0.078
H -0.389 0.570 1.995
H 0.314 1.251 -1.067
H 0.306 2.500 0.438
H -0.362 -1.893 0.623
*
```

Löwdin population analysis, charges in e, atoms 1 to 6:
1. O 0.111
2. C -0.391
3. C -0.138
4. C -0.035
5. H 0.126
6. H 0.119